Density functional theory data (the ωB97M-V functional and the def2-TZVPD basis) for 2 unconnected molecules or ions with the total composition C4H6N2 in a non-equilibrium geometry.

Calculated values
HOMO level (alpha / beta) in eV: -9.58 / -8.97
Net charge: 0
F_max in Eh/bohr: 0.06863
2S+1: 1
Kohn-Sham gap (alpha / beta) in eV: 9.228 / 8.630

```
12
C4H6N2 | the Open Molecules 2025 dataset | the ωB97M-V functional and the def2-TZVPD basis
C -2.46950 -0.36155 -0.21888
C -1.07650 0.05683 -0.33872
C -0.19772 0.07085 0.81584
C 2.53773 -0.51097 -0.11001
N -3.61470 -0.49801 -0.15906
N -0.77042 1.27563 0.38830
H -0.71542 -0.04479 -1.36875
H -0.26824 -0.51759 1.73387
H 2.42722 -0.12431 -1.21824
H 2.12102 -1.52809 -0.01655
H 2.25741 0.19278 0.63725
H -0.23088 1.98922 -0.14504
```

natural (NBO) atomic charge list, values in e, 2 entries: 0.256 -0.247